Molecular formula: C26H41N2STc
Method: DFT, the ωB97M-V functional and the def2-TZVPD basis

The value obtained for the HOMO-LUMO gap (alpha / beta) is 6.1586 / 7.0904 eV. As for the expectation value of S²: 3.79. The value obtained for the max |F| is 2.45 eV Å⁻¹.

```
! wB97M-V def2-TZVPD RIJCOSX def2/J DEFGRID3
* xyz 1 4
Tc -0.3480 -0.1043 -0.2951
S 0.3468 1.0670 1.6037
N 1.4468 -0.0515 3.7830
N -0.8360 0.4422 3.9622
C 2.3567 -0.8602 -3.5016
C 1.2103 -2.3611 1.2034
C 1.9604 -1.1374 -0.9817
C -0.4495 -2.3335 -3.5794
C 1.5438 -1.2728 -2.3293
C -2.2861 0.8325 0.0983
C 0.2879 2.3490 -4.0125
C 2.7423 0.4594 3.3181
C -3.0530 0.3971 -2.2597
C -0.7862 0.2157 5.4109
C 0.9410 -1.7331 -0.1206
C 3.2514 -0.5861 -0.5319
C 0.2708 -1.8871 -2.3691
C -2.1986 -0.5855 0.4190
C 0.0349 1.4284 -1.7868
C -1.1270 -3.2307 -0.6564
C 0.9382 3.6438 -2.0875
C -2.0275 1.1144 3.4615
C -2.4347 1.3008 -1.2375
C 0.2803 0.3771 3.2221
C 0.8451 3.5059 -3.4666
C 1.5164 -1.2821 4.5802
C -0.0864 1.2904 -3.1806
C 0.4257 2.6334 -1.2716
C -0.1505 -2.1549 -1.0064
C -2.6714 2.7606 -1.5008
H 2.3964 -1.8589 4.2582
H -2.5781 0.4782 2.7671
H -1.7652 2.0491 2.9575
H 0.0102 -3.2364 -4.0089
H -3.7476 2.9823 -1.4052
H -1.3976 -3.2010 0.4039
H -1.6572 0.7148 5.8454
H 3.2110 -0.2293 2.5967
H 1.3793 4.5273 -1.6210
H 3.2232 -0.3174 0.5298
H 3.5165 0.3229 -1.0924
H -0.4425 -1.5670 -4.3642
H -2.7637 0.6575 -3.2895
H 0.1319 0.6442 5.8408
H -4.1534 0.4938 -2.2050
H 3.4046 0.5562 4.1931
H -2.8079 -0.6650 -2.1341
H -0.8468 -0.8593 5.6411
H -2.4811 1.5385 0.9058
H 1.7471 -0.7957 -4.4097
H -2.1848 -0.8647 1.4764
H 2.8124 0.1249 -3.3355
H -0.4759 0.3737 -3.6336
H 0.1801 2.2413 -5.0981
H 3.1708 -1.5730 -3.6949
H 1.8241 -1.7033 1.8222
H 0.4343 2.7183 -0.1705
H 0.6275 -1.9070 4.4341
H -2.0431 -3.1349 -1.2512
H -1.4935 -2.5699 -3.3467
H -2.6710 1.3321 4.3149
H -2.3726 3.0453 -2.5186
H 1.6443 -1.0412 5.6464
H 4.0683 -1.3104 -0.6755
H 2.5984 1.4401 2.8545
H -0.6931 -4.2195 -0.8691
H 1.7461 -3.3137 1.0808
H -2.8587 -1.2568 -0.1392
H 1.2050 4.2984 -4.1192
H 0.2796 -2.5642 1.7404
H -2.1212 3.4125 -0.8143
*
```



Molecular formula: C8H17BN2O4PS
Method: DFT, the ωB97M-V functional and the def2-TZVPD basis

The value obtained for the HOMO-LUMO gap is 9.0894 eV. The value obtained for the max |F| is 1.29 eV Å⁻¹.

```
! wB97M-V def2-TZVPD RIJCOSX def2/J DEFGRID3
* xyz 1 1
S 0.4670 0.8068 2.3355
P -1.7229 0.6742 -0.6045
O -0.1649 -2.6028 -2.9365
O -2.3452 -2.1236 -2.1661
O 3.8117 -1.3304 3.2306
O 2.3971 -1.2662 3.0253
N 1.0533 -1.6008 1.1064
N -0.4845 -0.4628 0.0706
C 2.1030 -2.1519 1.9865
C -1.0818 3.3013 0.5281
C -2.0233 2.0873 0.5103
C -0.8410 1.3614 -2.0449
C -0.2878 -1.6409 -0.6445
C 0.3429 -0.4526 1.1339
C 0.6699 -2.3206 0.0085
C 0.6232 1.8085 -1.8668
B -0.9998 -2.1444 -1.9700
H -1.3576 3.9672 1.3480
H -0.0406 3.0311 0.6667
H 1.2948 1.1880 -2.4592
H 1.7556 -3.1236 2.3541
H 0.7539 2.8530 -2.1445
H -1.4927 2.1827 -2.3570
H -2.2291 1.7112 1.5128
H -0.6378 -3.1465 -3.5808
H 1.1186 -3.2682 -0.2463
H 3.8762 -1.8714 4.0342
H -1.1739 3.8720 -0.3970
H -2.9861 2.4277 0.1082
H -0.5669 0.3706 3.0685
H 0.9500 1.7266 -0.8263
H -2.8755 -2.1332 -1.3619
H -0.9011 0.5748 -2.7992
H 2.9951 -2.3046 1.3770
*
```



Molecular formula: H6N3PS
Method: DFT, the ωB97M-V functional and the def2-TZVPD basis

The value obtained for the HOMO-LUMO gap (alpha / beta) is 7.3082 / 6.4269 eV. The value obtained for the max |F| is 6.37 eV Å⁻¹.

```
! wB97M-V def2-TZVPD RIJCOSX def2/J DEFGRID3
* xyz 0 1
S -0.8140 -2.6158 0.4967
P -0.0428 0.4899 0.1703
N -1.0842 0.7508 -1.1320
N -0.2146 1.5313 1.3288
N 1.6600 0.1710 -0.4122
H 0.6014 1.5248 1.9632
H 1.9024 0.8863 -1.0242
H -0.5663 -3.2954 1.7585
H -1.8343 1.2579 -0.6682
H -1.3179 0.0104 -1.6452
H 1.7104 -0.7112 -0.8358
*
```



Molecular formula: C39H92CuN3O16S4
Method: DFT, the ωB97M-V functional and the def2-TZVPD basis

The value obtained for the HOMO-LUMO gap (alpha / beta) is 5.3245 / 4.2246 eV. As for the expectation value of S²: 0.76. The value obtained for the max |F| is 5.22 eV Å⁻¹.

```
! wB97M-V def2-TZVPD RIJCOSX def2/J DEFGRID3
* xyz 1 2
Cu 13.7626 1.9448 12.3016
S 10.5144 -2.9167 12.6468
S 6.8363 1.8312 9.3911
S 14.2003 12.2900 2.4534
S 18.2372 -1.4800 11.5904
O 17.7645 -2.8556 11.4850
O 14.0252 12.6530 1.0147
O 14.0465 4.9871 14.1991
O 17.2887 -0.3589 11.5154
O 14.8190 4.0687 9.3889
O 14.3398 4.8695 0.9801
O 7.2800 9.7883 9.4394
O 12.9000 3.2583 8.9319
O 16.8715 11.7197 10.2382
O 19.5442 4.3702 10.8288
O 5.4352 1.4768 9.5568
O 15.4887 12.4662 3.0909
O 14.2675 -4.0735 6.0398
O 7.7406 1.7703 10.5562
O 11.3105 -1.6983 12.4679
O 9.9863 -3.5993 11.4607
N 13.2808 -1.8528 4.5466
N 4.1449 11.5599 8.5607
N 11.4781 3.9791 13.7676
C 10.4770 6.1091 14.1261
C 15.1085 4.9735 15.1894
C 9.2628 -2.6168 13.9599
C 4.3913 9.3596 9.4414
C 11.5078 -4.0873 13.6086
C 12.6510 -2.2180 5.7817
C 19.6235 -1.2995 10.3739
C 12.6208 3.3451 1.4633
C 7.4410 1.6982 6.7914
C 5.1062 10.6329 9.1586
C 11.8666 11.4697 3.5266
C 14.8504 -5.0215 6.9798
C 13.8526 4.0152 8.6575
C 13.1697 4.3312 0.3903
C 13.6760 5.0673 7.5347
C 13.5737 3.5924 -0.9707
C 13.7841 -2.8811 6.6656
C 12.7612 12.7385 3.5492
C 20.6723 -1.7847 12.5106
C 6.9300 3.4800 8.5174
C 7.5272 0.8018 8.0136
C 16.1176 10.8706 9.4816
C 20.3613 6.4356 10.0315
C 12.8876 10.2832 3.6170
C 13.8364 10.4886 2.4759
C 12.9211 5.8427 14.5726
C 16.9996 10.3059 8.3535
C 19.3433 -1.3130 12.9958
C 11.4440 -3.1369 5.5346
C 15.5746 9.7700 10.3654
C 21.3520 5.4069 12.1337
C 7.6773 3.1611 7.1973
C 20.1467 5.5762 11.2372
C 20.8841 -1.0359 11.2386
C 8.4782 9.5130 8.8248
C 9.3248 -3.9697 14.7784
C 10.8238 -4.3868 14.9355
C 6.4721 10.4591 8.5310
C 11.7014 5.3944 13.6886
H 14.8961 4.1169 1.1939
H 8.1247 1.4728 5.9730
H 13.8986 4.5433 6.6052
H 13.9566 2.5807 -0.8371
H 11.0906 3.8509 14.6915
H 16.8554 10.9574 7.4916
H 9.0700 -3.8025 15.8249
H 18.0804 10.2998 8.4950
H 10.7221 -2.7131 4.8365
H 19.7781 -2.2616 9.8855
H 4.0492 8.9604 8.4866
H 6.2902 9.9030 7.6114
H 14.7722 9.1653 9.9426
H 16.3340 9.0457 10.6600
H 4.4995 12.5016 8.6481
H 12.5419 5.2073 0.2280
H 21.4913 -1.5649 13.1954
H 9.7276 5.9185 13.3579
H 15.7205 -4.6254 7.5035
H 9.5137 -1.7514 14.5732
H 11.9270 -4.0000 5.0765
H 8.3817 -2.4683 13.3356
H 18.6182 4.5128 10.6193
H 5.8779 3.7474 8.4189
H 12.4016 9.3085 3.5743
H 19.3367 -0.2551 13.2585
H 11.2391 11.4172 2.6369
H 19.4560 6.5135 9.4295
H 15.2396 10.1342 11.3366
H 3.3523 11.5639 9.1866
H 9.1631 9.0365 9.5262
H 15.2803 11.3765 9.0008
H 7.1535 -0.2195 8.0864
H 12.2741 -1.3120 6.2564
H 12.3482 13.7133 3.2897
H 19.3582 6.0839 11.7928
H 11.8824 2.6610 1.0451
H 11.6707 -5.0210 13.0704
H 14.9623 -5.9408 6.4049
H 15.7617 5.8129 14.9507
H 21.1645 4.7712 12.9990
H 21.0813 0.0298 11.3547
H 10.9932 -5.4250 15.2209
H 18.9966 -1.8430 13.8829
H 8.8234 -4.8245 14.3244
H 12.6809 5.4962 7.6530
H 12.6998 5.6701 15.6258
H 8.4212 8.7721 8.0274
H 20.7640 7.4167 10.2831
H 7.3331 3.8968 6.4703
H 11.9763 5.7023 12.6797
H 13.4344 10.3402 4.5581
H 21.6976 6.4097 12.3848
H 13.3380 10.3388 1.5182
H 14.8368 5.0989 16.2376
H 14.5790 -2.1614 6.8616
H 5.0874 8.6461 9.8824
H 14.3540 4.1328 -1.5066
H 10.6470 7.1851 14.1635
H 21.0631 5.9036 9.3891
H 17.5671 11.9736 9.6273
H 11.2596 -3.7960 15.7412
H 15.6062 4.0048 15.2336
H 13.9739 -1.1814 4.8448
H 12.7110 3.6151 -1.6365
H 11.1551 11.4958 4.3519
H 8.5651 0.7629 8.3443
H 13.8846 -2.6217 4.2928
H 12.4633 -3.5694 13.6915
H 8.7221 3.4594 7.2834
H 14.1617 -5.3848 7.7425
H 14.7557 9.9099 2.3858
H 21.7557 -1.3461 10.6623
H 13.1487 6.8778 14.3176
H 16.5769 9.3484 8.0492
H 6.4068 1.6977 6.4471
H 13.3775 2.6412 1.8096
H 10.9433 -3.5209 6.4234
H 12.2494 3.8922 2.3298
H 13.4420 -2.9143 7.6999
H 22.2042 4.9467 11.6337
H 10.6854 3.7069 13.2040
H 7.3532 4.2220 9.1945
H 14.3436 5.9271 7.5899
H 8.9228 10.4223 8.4204
H 10.1316 5.7549 15.0974
H 5.3100 11.0103 10.1607
H 20.6216 -2.8535 12.3028
H 6.8890 11.4266 8.2512
H 13.1747 12.8888 4.5465
H 3.5084 9.3941 10.0797
H 19.2789 -0.5387 9.6736
*
```



Molecular formula: C25H26N4W
Method: DFT, the ωB97M-V functional and the def2-TZVPD basis

The value obtained for the HOMO-LUMO gap (alpha / beta) is 7.6034 / 7.2016 eV. As for the expectation value of S²: 2.02. The value obtained for the max |F| is 1.27 eV Å⁻¹.

```
! wB97M-V def2-TZVPD RIJCOSX def2/J DEFGRID3
* xyz 4 3
W -0.2636 -0.4142 -0.3418
N -1.0955 -0.5221 1.6574
N 1.5583 -0.4713 -1.5172
N 1.3472 -0.4454 1.1363
N 0.1370 1.6396 -0.0226
C 1.3241 0.8498 1.9347
C 2.7659 -0.6113 -3.6024
C -2.9495 -0.9452 -0.6022
C 2.7326 -0.6148 0.5845
C -2.3221 -2.1759 -0.3174
C 3.8694 -1.1557 -1.5627
C -0.9080 -1.7225 3.7203
C 0.9243 1.9791 1.0321
C -0.8977 -1.8629 -2.2227
C -0.2662 2.6144 -0.8743
C 2.7117 -0.8146 -0.8902
C -3.3112 1.1106 -2.0355
C 1.6375 -0.3334 -2.8759
C -2.1335 -1.2066 4.1355
C 0.0614 3.9366 -0.6876
C 3.9039 -1.0767 -2.9449
C 0.9964 -1.6057 2.0260
C -2.5687 -0.1363 -1.6805
C -0.4073 -1.3396 2.4962
C -2.2365 0.0516 2.1087
C 1.2939 3.2865 1.2662
C -1.4869 -0.6022 -2.4637
C -1.3008 -2.6583 -1.1326
C 0.8512 4.2849 0.4043
C -2.7799 -0.2688 3.3331
H 1.1048 -2.5321 1.4547
H 0.6144 0.7664 2.7542
H 1.6858 -1.6559 2.8722
H 2.7506 -0.4741 -4.6758
H -2.8012 1.6921 -2.8010
H 4.7999 -1.3374 -3.4953
H -1.1684 -0.0158 -3.3158
H -4.2797 0.8137 -2.4546
H -3.6928 0.2146 3.6566
H 3.2575 -1.4067 1.1202
H -0.8625 2.3040 -1.7218
H 4.7472 -1.4455 -0.9982
H -0.3327 -2.3780 4.3629
H 1.9241 3.5274 2.1135
H 1.1300 5.3179 0.5754
H 2.3042 1.0105 2.3822
H 3.2887 0.3077 0.7597
H -0.2872 4.6803 -1.3919
H -3.5248 1.7340 -1.1662
H -0.1048 -2.2188 -2.8672
H -2.6971 0.7923 1.4694
H -2.5495 -1.4887 5.0957
H -0.8183 -3.6122 -0.9545
H -2.6562 -2.7510 0.5397
H 0.7629 0.0215 -3.3934
H -3.7824 -0.6356 0.0181
*
```